# 1
C7H13N3O | the ωB97M-V functional and the def2-TZVPD basis

## Properties
**HOMO**: -8.13 eV
**SMILES**: CCc1c[nH]cn1.CC(N)=O
**Frontier orbital gap**: 8.92 eV
**Energy above the lowest of the compared OMol25 structures with the same formula, charge and spin**: 59.84 kcal/mol

Last column: Mulliken charge in e.
Geometry (Å):
C (-0.676, 1.893, 2.099)  -1.180
C (-1.827, 0.960, 1.778)  -0.326
C (-1.132, -0.098, 1.053)  0.361
C (-1.711, -0.534, -0.284)  -0.373
N (-1.252, -1.802, -0.529)  0.069
C (-0.271, -2.024, 0.374)  -0.505
N (-0.081, -0.998, 1.270)  -0.598
H (0.166, 1.340, 2.641)  0.274
H (-1.008, 2.732, 2.644)  0.439
H (-0.300, 2.352, 1.221)  0.254
H (-2.451, 0.710, 2.590)  0.334
H (-2.566, 1.428, 1.067)  0.234
H (-2.624, -0.243, -0.811)  0.370
H (-1.609, -2.317, -1.317)  0.208
H (0.169, -3.029, 0.356)  0.434
C (1.603, 0.968, -1.795)  -0.900
C (1.708, -0.453, -2.014)  0.853
N (2.443, -1.224, -1.005)  -0.559
O (1.505, -1.019, -3.111)  -0.624
H (2.655, 1.262, -1.322)  0.296
H (0.918, 1.502, -1.158)  0.121
H (1.612, 1.644, -2.737)  0.301
H (2.281, -2.189, -0.992)  0.238
H (2.449, -0.863, -0.017)  0.278

=====

# 2
C18H31N3O | the ωB97M-V functional and the def2-TZVPD basis

## Properties
**HOMO**: -3.01 eV
**Frontier orbital gap**: 1.57 eV
**Energy above the lowest of the compared OMol25 structures with the same formula, charge and spin**: 186.97 kcal/mol

Last column: Mulliken charge in e.
Geometry (Å):
C (4.318, 2.738, 2.315)  -0.059
C (3.306, 2.104, 2.294)  -0.649
C (1.984, 1.466, 2.236)  -0.214
C (0.891, 2.570, 2.042)  0.461
C (-0.054, 2.545, 3.219)  -1.299
N (-1.158, 3.557, 3.025)  0.466
C (-0.684, 4.886, 2.938)  -0.577
C (-0.018, 5.837, 2.658)  -0.165
C (-1.917, 3.141, 1.790)  -0.777
C (-1.044, 3.038, 0.552)  -0.689
N (0.236, 2.331, 0.749)  -0.207
H (5.074, 3.480, 2.216)  0.431
H (1.947, 0.812, 1.363)  -0.097
H (1.805, 0.867, 3.131)  0.475
H (1.438, 3.519, 2.048)  0.260
H (-0.557, 1.581, 3.327)  0.487
H (0.488, 2.731, 4.145)  0.242
H (-1.814, 3.547, 3.813)  0.463
H (0.401, 6.814, 2.579)  0.443
H (-2.674, 3.902, 1.597)  0.360
H (-2.447, 2.216, 2.019)  0.485
H (-0.933, 4.031, 0.101)  0.365
H (-1.626, 2.447, -0.164)  0.369
H (0.864, 2.748, 0.070)  0.314
C (0.111, -3.098, -3.999)  -1.719
C (-0.012, -3.513, -2.520)  1.413
C (1.277, -3.123, -1.779)  -1.532
C (1.457, -1.623, -1.538)  -0.531
C (0.120, -0.879, -1.433)  -0.444
C (-1.075, -1.752, -1.040)  1.954
N (-1.202, -2.823, -1.997)  0.469
O (-2.280, -3.653, -1.724)  -0.935
C (-2.322, -0.870, -1.151)  -1.677
C (-0.936, -2.197, 0.429)  -1.505
C (-0.099, -5.034, -2.472)  -1.824
H (-0.782, -3.396, -4.549)  0.397
H (0.978, -3.571, -4.482)  0.336
H (0.221, -2.017, -4.105)  0.345
H (1.293, -3.632, -0.810)  0.292
H (2.147, -3.510, -2.319)  0.627
H (2.038, -1.484, -0.619)  0.191
H (2.057, -1.177, -2.337)  0.405
H (0.225, -0.048, -0.725)  -0.514
H (-0.091, -0.411, -2.401)  0.454
H (-2.491, -0.575, -2.188)  0.475
H (-2.202, 0.046, -0.550)  0.047
H (-3.211, -1.390, -0.795)  0.427
H (-0.866, -1.321, 1.092)  0.123
H (-0.047, -2.807, 0.602)  0.333
H (-1.805, -2.778, 0.740)  0.380
H (0.800, -5.471, -2.920)  0.392
H (-0.958, -5.405, -3.028)  0.346
H (-0.174, -5.396, -1.446)  0.390

=====

# 3
C7H24Cl2O5 | the ωB97M-V functional and the def2-TZVPD basis

## Properties
**HOMO**: -9.96 eV
**SMILES**: ClCCCl.CO.CO.CO.CO.CO
**Frontier orbital gap**: 10.45 eV

Last column: Mulliken charge in e.
Geometry (Å):
Cl (-39.615, 24.272, 0.273)  -0.215
C (-38.809, 24.529, 1.840)  -0.281
C (-39.595, 25.575, 2.617)  -0.461
Cl (-38.784, 25.938, 4.150)  -0.200
H (-37.809, 24.906, 1.651)  0.279
H (-38.747, 23.574, 2.349)  0.236
H (-40.617, 25.260, 2.817)  0.323
H (-39.671, 26.479, 2.015)  0.317
C (-34.822, 21.482, -3.533)  -0.120
O (-34.286, 20.229, -3.959)  -0.516
H (-34.946, 21.494, -2.449)  -0.066
H (-34.157, 22.280, -3.848)  0.171
H (-35.808, 21.632, -3.978)  0.282
H (-35.018, 19.612, -4.036)  0.301
C (-31.968, 24.563, -1.563)  -0.313
O (-31.438, 24.526, -0.241)  -0.459
H (-32.850, 23.930, -1.611)  -0.079
H (-32.226, 25.590, -1.832)  0.275
H (-31.272, 24.202, -2.324)  0.307
H (-30.484, 24.446, -0.314)  0.282
C (-29.548, 23.264, 2.308)  -0.608
O (-30.798, 22.604, 2.170)  -0.472
H (-28.899, 23.027, 1.457)  0.224
H (-29.661, 24.351, 2.334)  0.278
H (-29.070, 22.944, 3.231)  0.265
H (-31.432, 23.240, 1.823)  0.319
C (-34.799, 22.766, 0.316)  -0.440
O (-35.714, 23.095, 1.335)  -0.465
H (-33.824, 22.445, 0.693)  0.211
H (-35.195, 21.905, -0.247)  0.203
H (-34.693, 23.556, -0.421)  0.155
H (-35.873, 22.302, 1.860)  0.270
C (-36.531, 19.589, 3.145)  -0.585
O (-37.048, 20.810, 2.623)  -0.442
H (-37.129, 19.238, 3.992)  0.240
H (-36.555, 18.791, 2.398)  0.277
H (-35.509, 19.777, 3.455)  0.236
H (-37.843, 20.620, 2.119)  0.272

=====

# 4
C30H55ClO7P | the ωB97M-V functional and the def2-TZVPD basis

## Properties
**Net charge**: +1
**HOMO**: -11.60 eV
**Frontier orbital gap**: 9.53 eV
**Energy above the lowest of the compared OMol25 structures with the same formula, charge and spin**: 9.01 kcal/mol

Last column: Mulliken charge in e.
Geometry (Å):
C (1.708, -2.106, 4.079)  -1.334
C (1.531, -2.541, 2.627)  -0.378
C (1.804, -1.303, 1.724)  -0.245
Cl (3.586, -1.117, 1.577)  -0.108
P (1.059, -1.462, 0.068)  0.297
C (1.664, -0.113, -0.979)  -0.808
C (0.957, 1.251, -0.721)  -0.761
C (0.860, 2.036, -2.063)  0.937
C (-0.626, 2.080, -2.478)  -1.709
C (1.426, 3.453, -1.966)  -1.979
C (-0.740, -1.533, 0.130)  -0.769
C (-1.352, -2.164, -1.151)  0.006
C (-1.321, -3.714, -1.121)  -1.509
O (-2.588, -1.607, -1.473)  -0.396
C (-3.614, -1.859, -0.516)  -0.911
C (-3.955, -0.563, 0.231)  0.573
C (-4.426, -0.637, 1.516)  -0.866
C (-4.690, 0.517, 2.182)  -0.467
C (-4.484, 1.718, 1.566)  -0.791
C (-4.049, 1.790, 0.277)  -0.386
C (-3.767, 0.618, -0.431)  0.051
H (1.060, -1.265, 4.334)  0.385
H (1.511, -2.935, 4.758)  0.237
H (2.731, -1.761, 4.238)  0.353
H (2.301, -3.268, 2.371)  0.307
H (0.517, -2.907, 2.458)  0.328
H (1.462, -0.394, 2.221)  0.591
H (1.589, -2.647, -0.471)  0.036
H (1.606, -0.430, -2.022)  0.614
H (2.726, 0.023, -0.763)  0.509
H (1.533, 1.862, -0.028)  0.372
H (-0.039, 1.052, -0.331)  0.349
H (1.398, 1.522, -2.864)  0.329
H (-0.990, 1.117, -2.852)  0.331
H (-1.233, 2.360, -1.613)  0.311
H (-0.782, 2.806, -3.277)  0.529
H (0.949, 3.990, -1.142)  0.364
H (2.509, 3.471, -1.849)  0.484
H (1.155, 3.991, -2.875)  0.429
H (-0.997, -2.146, 1.001)  0.673
H (-1.112, -0.527, 0.340)  0.457
H (-0.684, -1.888, -1.978)  0.378
H (-2.264, -4.035, -1.565)  0.446
H (-0.524, -4.089, -1.759)  0.435
H (-1.286, -4.106, -0.104)  0.324
H (-3.341, -2.605, 0.238)  0.416
H (-4.506, -2.224, -1.030)  0.415
H (-4.577, -1.605, 1.980)  0.420
H (-5.035, 0.444, 3.206)  0.399
H (-4.685, 2.626, 2.122)  0.400
H (-3.895, 2.743, -0.214)  0.401
H (-3.418, 0.655, -1.451)  0.526
O (3.483, 6.475, -2.484)  -0.538
C (4.604, 6.188, -2.169)  0.823
O (4.821, 5.065, -1.446)  -0.333
C (6.123, 4.531, -1.186)  -0.410
C (6.760, 5.173, 0.029)  -1.011
C (5.769, 7.095, -2.484)  -1.090
H (6.755, 4.602, -2.072)  0.377
H (5.969, 3.469, -0.998)  0.323
H (6.917, 6.242, -0.118)  0.271
H (7.723, 4.711, 0.245)  0.364
H (6.112, 5.061, 0.899)  0.311
H (5.842, 7.857, -1.710)  0.280
H (5.575, 7.577, -3.439)  0.316
H (6.722, 6.579, -2.576)  0.328
O (0.208, -4.690, 4.521)  -0.578
C (0.613, -5.671, 5.095)  0.834
O (1.160, -5.527, 6.307)  -0.358
C (1.500, -6.628, 7.164)  -0.420
C (2.877, -7.175, 6.852)  -1.008
C (0.595, -7.032, 4.444)  -1.105
H (0.727, -7.396, 7.128)  0.382
H (1.487, -6.222, 8.173)  0.331
H (2.931, -7.578, 5.841)  0.272
H (3.139, -7.968, 7.552)  0.378
H (3.623, -6.384, 6.923)  0.304
H (1.484, -7.139, 3.824)  0.267
H (-0.288, -7.096, 3.812)  0.333
H (0.542, -7.859, 5.147)  0.352
O (-4.841, 2.050, -7.585)  -0.550
C (-4.903, 1.994, -6.390)  0.668
O (-5.184, 3.113, -5.690)  -0.355
C (-5.466, 3.111, -4.291)  -0.761
C (-4.195, 3.175, -3.470)  -0.175
C (-4.586, 0.717, -5.643)  -0.764
H (-6.093, 2.259, -4.021)  0.380
H (-6.063, 4.003, -4.110)  0.363
H (-3.558, 2.304, -3.636)  -0.045
H (-4.425, 3.234, -2.406)  0.120
H (-3.611, 4.051, -3.756)  0.355
H (-3.508, 0.649, -5.502)  0.162
H (-4.918, -0.122, -6.250)  0.378
H (-5.085, 0.630, -4.680)  0.235